No. 1
Molecular formula: C20H23N3O
Method: DFT, ωB97M-V/def2-TZVPD

XYZ file:
```
47
Properties=species:S:1:pos:R:3:mulliken_charge:R:1
C 3.775 0.237 0.009 -0.354
H -1.283 -1.410 3.077 0.316
C -0.611 3.260 1.117 -0.831
H -5.683 -0.445 -1.793 0.395
C 4.788 -0.464 -0.618 -0.748
H 1.250 -1.989 -0.426 0.324
O -0.791 -2.975 0.284 -0.694
C -1.607 0.184 -1.429 -1.303
H 1.537 -1.863 1.981 0.320
H 5.778 -0.034 -0.677 0.383
C 2.241 -1.562 -0.469 0.336
H 1.136 4.463 -1.525 0.404
N -1.886 -1.038 0.668 -0.049
C 3.266 -2.257 -1.087 -1.008
C -2.411 -0.874 -0.675 -0.049
H -2.287 -1.846 -1.166 0.365
H -4.005 0.486 -0.184 0.310
H -0.669 5.074 0.003 0.396
H -4.369 -1.216 0.119 0.374
H -1.963 0.279 -2.450 0.570
H 3.064 -3.227 -1.515 0.448
N 1.474 0.425 0.710 0.735
C -3.900 -0.525 -0.585 -0.394
C 2.500 -0.313 0.087 -0.138
H -0.557 -0.096 -1.461 0.172
H -0.452 -2.972 2.858 0.439
C 0.844 3.766 -0.754 -0.753
C 0.782 -1.244 2.466 -0.726
C -0.577 -1.965 2.460 -0.779
H -4.487 -1.614 -2.355 0.316
C 1.084 1.697 0.350 0.605
H -1.975 -0.250 1.294 0.454
H -1.692 1.151 -0.936 0.232
H 2.289 2.281 -1.339 0.519
C 0.034 2.035 1.232 0.494
H -4.238 0.112 -2.630 0.328
H 5.331 -2.258 -1.651 0.396
C 4.537 -1.712 -1.164 -0.469
H 3.963 1.206 0.446 0.530
N -0.179 0.993 2.098 -0.738
H 1.086 -1.073 3.502 0.367
C 1.497 2.553 -0.657 -0.851
C 0.678 0.067 1.770 0.345
C -4.618 -0.623 -1.926 -1.330
C -1.092 -2.062 1.031 0.337
H -1.413 3.523 1.789 0.468
C -0.189 4.113 0.119 -0.466
```

energy = -1015.49598 a.u.
energy relative to the best compared isomer or geometry (same formula, charge and spin) = 0.00 kJ/mol
SMILES = CC[C@@H](C)NC(=O)CCc1nc2ccccc2n1-c1ccccc1
highest occupied orbital energy = -8.5317 eV
strongest force on any atom = 0.78 eV/Å
LUMO energy = 0.030 Eh
net charge = 0


No. 2
Molecular formula: C38H47N2O
Method: DFT, ωB97M-V/def2-TZVPD

XYZ file:
```
88
Properties=species:S:1:pos:R:3:mulliken_charge:R:1
C 1.672 -3.447 -1.929 0.057
H 3.837 0.308 -0.693 0.309
H 1.373 2.639 -2.657 0.827
H -1.451 -0.260 -3.811 0.343
C 2.413 -1.196 -1.364 1.102
H -0.415 -2.936 2.462 0.303
H -6.236 -1.854 5.670 0.247
H 0.928 -5.417 -2.327 0.386
C 0.060 4.191 -0.929 -1.781
C 1.811 0.210 3.172 0.782
H 2.449 1.698 4.597 0.424
H -1.418 -0.702 -2.094 0.101
C 0.261 2.121 2.876 -1.382
C 3.592 1.103 -3.448 -1.407
C 2.521 0.649 4.292 -1.034
C -3.151 3.500 -2.804 0.713
C -2.606 -0.180 1.633 -0.343
C 2.170 0.694 -3.073 0.104
H -4.759 -0.404 1.659 0.449
C -2.113 4.131 -2.099 -0.808
C 0.208 -2.613 1.615 -1.440
C 1.887 -1.757 -3.664 0.034
H -4.264 4.312 -4.482 0.327
H 0.212 0.198 -1.297 0.928
C -3.827 -0.492 2.219 -0.658
H 2.456 -2.873 -0.004 0.694
O -5.111 -1.255 4.077 -0.472
C 1.556 1.726 -2.060 -1.670
N 0.786 -1.313 1.866 1.056
C 0.260 1.268 -1.486 0.147
C 2.965 -0.254 -0.335 -1.734
C 1.271 -4.819 -1.476 -1.396
C -0.023 -0.103 1.741 0.365
H 1.086 -0.917 -5.508 0.296
C -5.171 -1.713 5.459 -0.805
C 1.567 -3.054 -3.266 -0.953
H 2.305 1.994 -1.292 0.538
H 2.114 -5.336 -0.998 0.331
C -1.407 -0.319 2.358 0.275
H -0.589 -0.844 4.312 0.388
H 3.586 2.088 -3.921 0.430
H -0.415 -2.550 0.717 0.236
C 3.287 -1.656 4.602 -0.879
H 1.980 -2.433 -5.680 0.465
H 2.488 -3.156 3.202 0.408
H 0.771 4.615 -1.656 0.341
H 3.830 -0.004 5.885 0.394
H -4.259 5.311 -3.018 0.380
H -2.716 -1.426 5.314 0.430
C 1.960 -1.474 -5.143 -1.594
H 3.260 -0.804 0.564 0.379
H 1.527 0.803 -3.963 0.676
H -3.929 1.576 -3.418 0.466
H 1.073 2.854 2.936 0.433
H -4.635 -2.669 5.578 0.331
C -3.103 2.106 -2.936 -0.801
H -0.086 0.271 0.635 -1.126
H 2.208 0.467 -0.008 -0.067
H 0.625 3.577 -0.221 0.130
C -1.958 -0.103 -2.840 -1.743
H 0.456 -4.773 -0.737 0.233
H -0.378 5.039 -0.387 0.556
C -4.283 4.282 -3.385 -1.551
H -0.237 2.067 3.854 0.321
C -2.695 -1.067 4.288 -0.577
N 0.790 0.841 2.485 0.853
H 1.005 -3.349 1.465 0.569
H -0.474 2.427 2.127 0.335
H -2.555 0.171 0.595 0.362
H -4.751 -0.959 6.145 0.326
C 2.200 -2.534 -1.015 -0.226
C -3.893 -0.946 3.557 0.674
C -0.935 1.995 -1.799 0.126
H 1.258 -3.781 -4.022 0.348
H -2.183 5.211 -1.928 0.381
C -1.022 3.422 -1.617 0.938
H 4.237 1.154 -2.565 0.309
H -5.246 3.844 -3.098 0.385
H 3.864 -2.373 5.187 0.413
C -1.487 -0.739 3.695 -0.910
C 2.532 -2.107 3.503 -0.727
C 2.112 -0.772 -2.675 1.065
H -2.978 -0.506 -2.938 0.505
C 1.807 -1.143 2.794 0.464
H 2.865 -0.923 -5.434 0.243
C 3.271 -0.304 4.994 -0.630
C -2.024 1.354 -2.481 0.956
H 4.037 0.394 -4.154 0.327
```

energy = -1660.65764 a.u.
energy relative to the best compared isomer or geometry (same formula, charge and spin) = 53.88 kJ/mol
highest occupied orbital energy = -9.0385 eV
strongest force on any atom = 2.60 eV/Å
LUMO energy = -0.200 Eh
net charge = +1